*1*
The following is a quantum chemistry calculation of an isolated ion of composition C8H14NO and charge +1, from the OMol25 dataset.

As for the structure (SMILES): CC(C)[N@H+]1C=CC=C[C@@H]1O.

```
! wB97M-V def2-TZVPD RIJCOSX def2/J DEFGRID3
* xyz 1 1
O -0.25340 2.52687 -1.10612
N 0.41886 0.19706 -0.43236
C -0.58342 1.57291 -0.23448
C 0.59519 -0.47353 0.84152
C -2.35523 -0.09561 -0.72616
C 1.44211 -1.70830 0.55295
C 1.44039 0.35121 1.84599
C -1.93505 0.99616 -0.21718
C -1.47938 -0.83781 -1.54881
C -0.16416 -0.67143 -1.48240
H 1.84771 -2.27806 1.43091
H 1.37494 0.42341 -0.72430
H 0.58689 -1.00527 -2.22205
H 2.37477 0.72842 1.65361
H 0.90156 -2.59230 0.09401
H -2.66092 1.58939 0.34927
H 2.34951 -1.47108 -0.05466
H -3.38477 -0.27551 -0.47399
H -0.25706 1.91943 0.80073
H 0.89074 1.15572 2.16999
H -0.26035 -0.72250 1.33520
H 1.35530 -0.31750 2.69742
H -0.48358 2.38569 -2.05485
H -1.76065 -1.39740 -2.49424
*
```

---

*2*
The following is a quantum chemistry calculation of an isolated ion of composition C8H14NO and charge +1, from the OMol25 dataset.

As for the structure (SMILES): C[n+]1occc1C(C)(C)C.

```
! wB97M-V def2-TZVPD RIJCOSX def2/J DEFGRID3
* xyz 1 1
O -2.53461 -0.69174 0.95118
N -1.26162 -0.93133 0.38799
C 1.70485 -0.73555 0.17939
C -0.94997 -2.23811 -0.20234
C 0.61256 0.44459 -1.76804
C 0.79513 0.35332 -0.24620
C -2.52254 0.59032 1.37323
C -0.56413 0.16669 0.36665
C 1.34194 1.67777 0.34329
C -1.32789 1.18065 1.02285
H -1.93341 -2.78684 -0.20110
H -3.41286 0.96580 1.71498
H 2.44331 1.54686 0.30370
H 1.38376 -0.89881 1.25441
H 1.11639 1.86439 1.44240
H -0.93461 2.25313 1.26132
H 1.13313 -0.35085 -2.34195
H 1.10570 2.59256 -0.21118
H -0.50444 0.42269 -2.19916
H 1.47286 -1.62372 -0.50636
H 2.77275 -0.32746 0.17393
H -0.73673 -2.15071 -1.31713
H -0.29572 -2.71887 0.41140
H 1.09616 1.39523 -2.19328
*
```

---

The winner here is *1*, beating the second structure by 25.2 kJ/mol.

---

*1*
The following is a quantum chemistry calculation of the molecule C8H12N2O6, from the OMol25 dataset.

As for the structure (SMILES): CCOC(=O)C1=C(C(=O)OCC)N(O)ON1.

```
! wB97M-V def2-TZVPD RIJCOSX def2/J DEFGRID3
* xyz 0 1
O 2.61522 2.50796 0.92681
O 0.41413 -0.11065 -1.95120
O 1.27817 3.40953 -0.96924
O 2.37745 -1.50619 1.79618
O 0.32901 -1.68231 0.72377
O -1.14748 1.38016 -1.09614
N 1.51329 2.45474 0.01646
N 2.51968 1.23630 1.54284
C -0.00777 -3.49530 2.34421
C -3.37594 1.79019 -1.91916
C 0.30387 -3.11360 0.89423
C 1.02418 1.17337 -0.12049
C 1.65268 0.41594 0.82003
C 1.48809 -1.02330 1.11143
C 0.07301 0.77370 -1.14392
C -2.01666 1.14870 -2.21248
H 1.88690 4.12853 -0.78662
H -4.06567 1.64148 -2.70106
H -0.03421 -4.57381 2.47028
H -1.53639 1.54883 -3.11690
H -0.44394 -3.55216 0.24030
H 1.27147 -3.50168 0.56928
H -2.16011 0.05781 -2.35070
H -3.77862 1.41976 -0.96516
H -0.97170 -3.03318 2.61307
H 0.78350 -3.15839 3.03880
H 3.30028 0.80095 2.05316
H -3.29244 2.86262 -1.82782
*
```

---

*2*
The following is a quantum chemistry calculation of the molecule C8H12N2O6, from the OMol25 dataset.

As for the structure (SMILES): CCOC(=O)C1=C(C(=O)OCC)N(O)ON1.

```
! wB97M-V def2-TZVPD RIJCOSX def2/J DEFGRID3
* xyz 0 1
O 1.61362 -0.32274 -1.85863
O -0.43247 2.03927 2.69586
O 1.98910 3.53285 -0.41552
O -0.24245 -0.02846 1.71759
O -0.53848 -0.11827 -1.13429
O 2.39798 2.27036 -2.50007
N 1.81679 2.43731 -1.23587
N 1.18760 3.22696 0.74366
C -0.92438 -1.65414 -3.05871
C -0.87799 -0.64246 2.85353
C -0.82478 -1.49010 -1.51522
C 0.74258 0.26025 -1.24232
C -1.03269 -2.11371 2.55778
C 1.06789 1.49692 -0.60301
C 0.65533 1.94881 0.66009
C -0.09483 1.32258 1.75716
H -1.68257 -2.21812 1.69548
H 2.36436 1.30566 -2.73866
H -0.07703 -2.19606 -1.13484
H -1.56164 -0.87653 -3.46452
H -1.85165 -0.25936 3.06678
H -0.10859 -2.60076 2.32931
H 0.08669 -1.56249 -3.52364
H -1.79577 -1.80064 -1.05570
H -1.46712 -2.67437 3.41095
H -1.28612 -2.63174 -3.33127
H 1.13237 3.79444 1.57174
H -0.25575 -0.44547 3.75235
*
```

---

The winner here is *1*, beating the second structure by 32.2 kJ/mol.

---

*1*
The following is a quantum chemistry calculation of CHInO3 as an isolated structure, from the OMol25 dataset.

```
! wB97M-V def2-TZVPD RIJCOSX def2/J DEFGRID3
* xyz 2 1
In -38.98193 -18.93608 0.26641
O -44.79610 -18.06218 -2.59993
O -42.86521 -19.03455 -3.22873
O -42.91355 -17.53313 -1.66685
C -43.46817 -18.14707 -2.59898
H -44.89946 -18.65921 -3.34456
*
```

---

*2*
The following is a quantum chemistry calculation of CHInO3 as an isolated structure, from the OMol25 dataset.

```
! wB97M-V def2-TZVPD RIJCOSX def2/J DEFGRID3
* xyz 2 1
In -1.00240 -2.13839 0.39506
O 1.05393 1.02834 0.05970
O -0.25834 -0.68708 0.19257
O -1.00385 0.98303 -1.03613
C -0.11311 0.46244 -0.29611
H 1.32379 0.35168 0.68492
*
```

---

The winner here is *1*, beating the second structure by 267.0 kJ/mol.

---

*1*
The following is a quantum chemistry calculation of a 2-piece molecular cluster, C4H13N2O2 overall, from the OMol25 dataset.

As for the expectation value of S²: 0.76.

```
! wB97M-V def2-TZVPD RIJCOSX def2/J DEFGRID3
* xyz 2 2
O 2.18585 -0.34326 -0.40972
O -0.23046 -2.92392 -0.13601
N 2.29583 1.09008 1.34535
N -0.39660 -0.10699 -0.96294
C -0.62705 0.56445 1.42656
C 0.11523 0.80739 0.13402
C 1.70105 0.47599 0.36892
C -1.56083 0.46671 -1.75149
H 0.13681 1.83426 -0.19299
H -0.34309 1.34413 2.13015
H -0.51324 -0.43166 1.85302
H -1.65362 0.83144 1.23897
H 1.75321 1.71513 1.92840
H -0.70532 -0.93070 -0.43650
H -1.63784 1.55182 -1.65283
H 0.34055 -0.28802 -1.64578
H -2.48665 0.02731 -1.38802
H 0.28426 -3.55487 0.38410
H -0.57010 -3.47413 -0.86693
H 3.31403 1.11014 1.42218
H -1.40202 0.23469 -2.78848
*
```

---

*2*
The following is a quantum chemistry calculation of a 2-piece molecular cluster, C4H13N2O2 overall, from the OMol25 dataset.

As for the expectation value of S²: 0.77.

```
! wB97M-V def2-TZVPD RIJCOSX def2/J DEFGRID3
* xyz 2 2
O 1.23194 -1.29782 1.29722
O 0.55877 -1.70519 -0.98017
N 0.76962 -0.17544 -2.78479
N -1.05914 -0.38987 0.60332
C -1.98010 0.44548 1.50099
C 0.89624 1.18673 -0.05685
C -0.30179 0.43436 -0.58553
C 0.39795 -0.63704 -1.42923
H -1.70681 1.47080 1.51847
H -1.66915 -1.02230 0.03161
H -1.83562 0.16956 2.55942
H 0.86573 0.77755 -3.02048
H 1.40092 0.87011 0.90433
H 1.33077 -0.74027 -3.38914
H -0.99515 1.05555 -1.17652
H -0.22582 -0.71765 1.27582
H 0.68549 2.15002 0.35353
H 1.82520 1.38833 -0.68321
H 1.39332 -2.11274 0.83600
H 1.44679 -1.51743 2.17869
H -3.02915 0.36726 1.04651
*
```

---

The winner here is *1*, beating the second structure by 213.6 kJ/mol.

---

*1*
The following is a quantum chemistry calculation of the molecule C7H9NO2, from the OMol25 dataset.

As for the structure (SMILES): COc1cccn(C)c1=O.

```
! wB97M-V def2-TZVPD RIJCOSX def2/J DEFGRID3
* xyz 0 1
O 0.33242 2.18240 0.67758
O 0.02989 1.10375 -1.95114
N 0.13601 0.13564 1.55036
C -0.15127 -0.99012 -0.83920
C -0.00620 0.74465 2.83145
C 0.12322 0.97503 0.46192
C -0.07060 -1.79404 0.31456
C 0.07233 -1.17963 1.54813
C -0.10179 0.45988 -3.18705
C 0.01195 0.35176 -0.81047
H -0.97892 1.15333 2.86603
H 0.84211 -0.23297 -3.52724
H 0.52570 1.70433 2.79875
H 0.03602 -1.53905 -1.68679
H -0.99579 -0.06176 -3.42765
H 0.00515 1.37744 -3.90662
H 0.00363 0.00373 3.62448
H -0.15919 -2.78497 0.14089
H 0.34531 -1.60939 2.52201
*
```

---

*2*
The following is a quantum chemistry calculation of the molecule C7H9NO2, from the OMol25 dataset.

As for the structure (SMILES): COc1ccc(O)c(N)c1.

```
! wB97M-V def2-TZVPD RIJCOSX def2/J DEFGRID3
* xyz 0 1
O 2.08348 1.28258 0.12956
O -3.06834 -0.54146 1.06401
N -1.67191 -1.73229 -0.98715
C -1.21870 0.83923 1.57023
C 2.83027 0.63565 -0.87916
C 0.06977 1.22820 1.38751
C 0.84368 0.72675 0.30508
C -1.02428 -0.71125 -0.22741
C 0.28530 -0.25845 -0.46128
C -1.79984 -0.16196 0.81389
H -1.27604 -2.65575 -0.79315
H 3.12285 -0.36633 -0.52547
H -1.63254 -1.60998 -1.98730
H 2.34144 0.60771 -1.92209
H 0.82077 -0.61059 -1.32910
H -3.34120 -1.15787 0.36216
H 0.55931 2.00137 2.01708
H -1.69422 1.25206 2.45680
H 3.77020 1.23239 -0.99421
*
```

---

The winner here is *2*, beating the second structure by 138.2 kJ/mol.